Version one
Below is 3 unconnected molecules or ions with the total composition C4H14O2, with properties calculated with ωB97M-V/def2-TZVPD.

E_HOMO: -11.07 eV
frontier orbital gap: 0.430 Ha
SMILES: CCCC.O.O
molecular weight: 94.2 g mol⁻¹

Structure (XYZ):
```
20
C4H14O2, DFT ωB97M-V/def2-TZVPD
C 0.2670 -0.1720 -1.5280
C -0.3740 -1.4115 -0.8761
C -0.2697 -1.4489 0.6647
C 1.1290 -0.9842 1.1752
H 1.3263 -0.2162 -1.3000
H -0.0185 0.8079 -1.1577
H 0.1985 -0.3857 -2.5991
H 0.1697 -2.2640 -1.3036
H -1.3988 -1.6598 -1.1622
H -0.4126 -2.4865 0.9720
H -1.0307 -0.8218 1.1149
H 1.3153 -1.2332 2.2175
H 1.1011 0.1107 1.1599
H 1.9094 -1.4335 0.5636
H -1.0579 1.5743 0.9575
H -1.9719 1.3558 -0.3315
O -1.9341 1.7394 0.5594
H 0.3935 3.2746 0.9558
H -0.0224 3.0093 -0.3291
O 0.6808 2.6453 0.2469
```

Version two
Below is 3 unconnected molecules or ions with the total composition C4H14O2, with properties calculated with ωB97M-V/def2-TZVPD.

E_HOMO: -10.87 eV
frontier orbital gap: 0.426 Ha
SMILES: CC(C)C.O.O
molecular weight: 94.2 g mol⁻¹

Structure (XYZ):
```
20
C4H14O2, DFT ωB97M-V/def2-TZVPD
C 0.1616 0.5066 -1.5492
C -1.1315 0.2245 -0.7263
C -0.8401 -0.4816 0.5773
C -1.8580 1.5223 -0.5268
H -0.0270 0.5833 -2.6044
H 0.6708 1.4480 -1.2957
H 0.8232 -0.3422 -1.3454
H -1.7279 -0.4331 -1.3958
H -1.6949 -0.7174 1.2077
H -0.1453 0.1441 1.1458
H -0.2545 -1.4285 0.3553
H -2.2295 2.0028 -1.4312
H -2.5453 1.6175 0.3183
H -1.1174 2.2868 -0.1958
H 1.9457 0.0035 2.8162
H 2.6937 -0.4009 1.4541
O 2.3602 0.3243 1.9902
H 1.2579 -1.6446 0.1219
H 1.6640 -3.0590 0.6078
O 1.9943 -2.1563 0.4759
```

Which structure wins on stability? version two wins.

Version one
Below is a molecular structure, C5H8N, with properties calculated with ωB97M-V/def2-TZVPD.

E_HOMO: -14.39 eV
charge: +1
frontier orbital gap: 0.360 Ha
molecular weight: 82.1 g mol⁻¹

Structure (XYZ):
```
14
C5H8N, DFT ωB97M-V/def2-TZVPD
C 1.2962 0.5374 -0.8676
C 0.6738 1.4267 0.0480
C 1.5491 0.6215 0.7424
C 1.1589 -0.5195 0.0387
C -2.2962 0.6422 0.0204
N 0.8589 -1.7724 0.0391
H 1.8181 0.5877 -1.6972
H 2.3899 0.6254 1.4541
H -1.2137 0.8892 0.3928
H -2.5343 -0.2067 0.6295
H -2.9181 1.5598 0.1645
H -2.1455 0.3540 -1.0804
H 0.7673 -2.4066 0.8533
H 0.5957 -2.3387 -0.7375
```

Version two
Below is a gas-phase ion, C5H8N (charge +1), with properties calculated with ωB97M-V/def2-TZVPD.

E_HOMO (spin up / spin down): -13.52 / -14.40 eV
charge: +1
frontier orbital gap (spin up / spin down): 0.242 / 0.277 Ha
molecular weight: 82.1 g mol⁻¹

Structure (XYZ):
```
14
C5H8N, DFT ωB97M-V/def2-TZVPD
C -1.6668 0.2859 0.9720
C 0.1916 -1.1852 0.4694
C -1.2636 1.5885 0.5477
C 0.8302 -0.1085 -0.2907
C 1.6119 -0.1648 -1.4026
N -1.1565 -0.9032 0.8325
H -2.6273 0.4727 1.5955
H 0.1924 -2.1845 0.0310
H 0.6327 -1.4238 1.4660
H -0.5573 1.8426 -0.1668
H -1.5028 2.3915 1.2583
H 2.0240 -1.1805 -1.6610
H 2.4060 0.6080 -1.3600
H 0.8854 -0.0387 -2.2912
```

Version three
Below is a gas-phase ion, C5H8N (charge +1), with properties calculated with ωB97M-V/def2-TZVPD.

E_HOMO: -13.15 eV
charge: +1
frontier orbital gap: 0.339 Ha
SMILES: CC#C/C=C/[NH3+]
molecular weight: 82.1 g mol⁻¹

Structure (XYZ):
```
14
C5H8N, DFT ωB97M-V/def2-TZVPD
C -0.8176 -0.0933 0.0013
C -2.0316 -0.1137 -0.1034
C 0.5622 -0.1913 -0.3821
C 1.6428 -0.1451 0.4585
C -3.3862 0.0715 0.0463
N 3.0864 0.0091 -0.0319
H 1.4630 0.1564 1.4738
H 0.5409 -0.3867 -1.5195
H -3.5995 0.7749 0.9381
H -3.8074 -0.8416 0.3135
H -3.7668 0.6359 -0.7862
H 3.3205 0.9683 -0.2380
H 3.1523 -0.5404 -0.8685
H 3.6411 -0.3039 0.6979
```

Which structure wins on stability? version three wins.

Version one
Below is C2H3NO2S in the gas phase, with properties calculated with ωB97M-V/def2-TZVPD.

E_HOMO: -9.58 eV
frontier orbital gap: 0.351 Ha
SMILES: O=C(O)/C=N/S
molecular weight: 105.1 g mol⁻¹

Structure (XYZ):
```
9
C2H3NO2S, DFT ωB97M-V/def2-TZVPD
C -0.4264 0.0098 0.0894
C -0.6222 -0.5161 -1.3023
H 2.3079 0.8481 1.9993
H -1.3354 0.1794 0.6790
H -2.0048 -1.0329 -2.4633
N 0.7632 0.2154 0.4831
O -1.9288 -0.6771 -1.5474
O 0.2409 -0.7607 -2.0982
S 0.9678 0.8149 2.0528
```

Version two
Below is 2 unconnected molecules or ions with the total composition C2H3NO2S, with properties calculated with ωB97M-V/def2-TZVPD.

E_HOMO: -8.71 eV
frontier orbital gap: 0.329 Ha
molecular weight: 105.1 g mol⁻¹

Structure (XYZ):
```
9
C2H3NO2S, DFT ωB97M-V/def2-TZVPD
C -1.4034 -1.1713 0.5448
C 0.5647 2.4771 0.6799
N 0.5345 -0.9765 -1.0014
O -0.4313 2.3314 0.1357
O 1.5072 2.7421 1.3080
S -0.6120 -2.0914 -0.4846
H -2.2651 -1.5990 1.0254
H 1.1131 -0.4409 -0.3539
H 0.9921 -1.2713 -1.8539
```

Version three
Below is 2 unconnected molecules or ions with the total composition C2H3NO2S, with properties calculated with ωB97M-V/def2-TZVPD.

E_HOMO: -8.88 eV
frontier orbital gap: 0.346 Ha
molecular weight: 105.1 g mol⁻¹

Structure (XYZ):
```
9
C2H3NO2S, DFT ωB97M-V/def2-TZVPD
C 1.8842 1.1208 0.7777
C -0.1484 -1.3233 -0.4257
N 1.4324 1.5206 -0.1747
O -0.9554 -0.7354 0.7527
O -1.5767 0.6367 -1.2428
S -1.7292 -0.8586 -0.5851
H 2.2404 0.9397 1.8011
H -0.3411 -2.4275 -0.0747
H -0.8062 1.1270 -0.8285
```

Version four
Below is C2H3NO2S in the gas phase, with properties calculated with ωB97M-V/def2-TZVPD.

E_HOMO: -10.07 eV
frontier orbital gap: 0.383 Ha
SMILES: O=CNSC=O
molecular weight: 105.1 g mol⁻¹

Structure (XYZ):
```
9
C2H3NO2S, DFT ωB97M-V/def2-TZVPD
C 1.0254 0.1139 1.7092
C -1.3134 -0.1728 -0.5944
H 0.9692 -0.3156 2.8130
H 0.4504 -1.6471 0.9860
H -1.6968 -0.1801 0.3875
N 0.6412 -0.6861 0.6946
O 1.1221 1.3586 1.3990
O -1.9744 -0.2908 -1.6080
S 0.2710 -0.0777 -0.8791
```

Which structure wins on stability? version one wins.

Version one
Below is C4H4N2OS in the gas phase, with properties calculated with ωB97M-V/def2-TZVPD.

E_HOMO: -8.13 eV
frontier orbital gap: 0.307 Ha
SMILES: O=Cc1c[nH][nH]c1=S
molecular weight: 128.2 g mol⁻¹

Structure (XYZ):
```
12
C4H4N2OS, DFT ωB97M-V/def2-TZVPD
C -0.2378 0.3708 0.0657
C 1.0566 0.7333 0.1527
C 1.8249 -0.6501 0.0167
C 1.6327 2.0507 0.0144
N -0.3902 -0.9347 -0.0111
N 0.7878 -1.5746 -0.1207
O 2.7825 2.3903 -0.0519
S 3.3618 -1.1854 0.0173
H -1.0653 0.9529 -0.1009
H 0.6367 2.6453 -0.2096
H -1.2367 -1.3913 -0.1779
H 0.8711 -2.5483 0.2460
```

Version two
Below is C4H4N2OS in the gas phase, with properties calculated with ωB97M-V/def2-TZVPD.

E_HOMO: -8.88 eV
frontier orbital gap: 0.346 Ha
SMILES: [H]/N=c1/cc(S)ocn1
molecular weight: 128.2 g mol⁻¹

Structure (XYZ):
```
12
C4H4N2OS, DFT ωB97M-V/def2-TZVPD
C -0.8668 0.3149 0.7692
C 0.4137 0.6300 0.4840
C 1.0896 -0.0527 -0.6122
C -0.8623 -1.2416 -0.9409
H -1.0209 1.8250 2.4764
H 0.9506 1.3573 1.0575
H 2.5954 -0.3542 -1.6831
H -1.4868 -1.9868 -1.4300
N 2.3027 0.2100 -0.8977
N 0.3367 -1.0427 -1.3013
O -1.5382 -0.6328 0.0607
S -1.9138 0.9737 2.0174
```

Version three
Below is C4H4N2OS in the gas phase, with properties calculated with ωB97M-V/def2-TZVPD.

E_HOMO: -8.89 eV
frontier orbital gap: 0.317 Ha
SMILES: N#C/C=C(\N)SC=O
molecular weight: 128.2 g mol⁻¹

Structure (XYZ):
```
12
C4H4N2OS, DFT ωB97M-V/def2-TZVPD
C 0.2465 -0.3108 -0.0564
C -0.9260 1.4236 1.9590
C 1.4229 -0.4988 -0.7485
C 1.5578 -1.0809 -2.0059
H -1.1598 -1.0422 -1.2946
H -1.8021 -0.1332 0.0671
H -0.6438 2.1001 2.8002
H 2.3224 -0.0294 -0.2685
N -1.0455 -0.6087 -0.3735
N 1.5024 -1.5598 -3.0663
O -2.0430 1.1962 1.4491
S 0.5681 0.5437 1.5383
```

Version four
Below is C4H4N2OS in the gas phase, with properties calculated with ωB97M-V/def2-TZVPD.

E_HOMO: -8.97 eV
frontier orbital gap: 0.336 Ha
SMILES: S=C1ON=C[C@H]2CN12
molecular weight: 128.2 g mol⁻¹

Structure (XYZ):
```
12
C4H4N2OS, DFT ωB97M-V/def2-TZVPD
C -0.7182 -0.2616 0.1105
C 1.1358 1.5014 -0.7955
C 1.7153 0.1395 -0.7605
C 1.6309 -0.5815 0.5652
H 1.7979 2.3654 -1.0006
H 2.4087 -0.4909 -1.5690
H 1.3576 -0.2739 1.6124
H 2.2478 -1.3483 0.6821
N -0.0874 1.8411 -0.6203
N 0.5389 -0.7159 -0.3165
O -1.1893 1.0036 -0.2909
S -1.5025 -1.3090 0.9026
```

Which structure wins on stability? version two wins.

Version one
Below is C4H4N2OS in the gas phase, with properties calculated with ωB97M-V/def2-TZVPD.

E_HOMO: -9.91 eV
frontier orbital gap: 0.313 Ha
SMILES: CN(C=O)C(=S)C#N
molecular weight: 128.2 g mol⁻¹

Structure (XYZ):
```
12
C4H4N2OS, DFT ωB97M-V/def2-TZVPD
C -0.3733 -1.5289 -0.0547
C -1.2257 0.7712 0.0427
C 1.2242 0.2922 -0.0255
C 1.3110 1.7264 -0.1140
H 0.0764 -1.9714 -0.8877
H -1.4565 -1.5869 0.0449
H 0.0249 -1.9913 0.8614
H -0.9662 1.8348 0.1880
N -0.1169 -0.1072 -0.0079
N 1.3409 2.8768 0.0040
O -2.3608 0.3439 -0.0510
S 2.5219 -0.6597 -0.0004
```

Version two
Below is C4H4N2OS in the gas phase, with properties calculated with ωB97M-V/def2-TZVPD.

E_HOMO: -8.75 eV
frontier orbital gap: 0.338 Ha
SMILES: O=C1N=CSC=CN1
molecular weight: 128.2 g mol⁻¹

Structure (XYZ):
```
12
C4H4N2OS, DFT ωB97M-V/def2-TZVPD
C -0.1308 0.9542 -1.1820
C -0.5477 -1.1111 0.0611
C 0.5118 -1.2583 0.8897
C 0.6016 1.4067 0.9513
H -1.4029 -0.5608 -1.6401
H -1.1602 -2.0831 -0.2764
H 0.7270 -2.2206 1.4225
H 0.4643 2.0715 1.7704
N -1.0993 -0.1249 -0.8692
N -0.1432 1.6095 -0.0032
O 0.4352 1.3564 -2.2851
S 1.7444 -0.0396 1.1608
```

Version three
Below is C4H4N2OS in the gas phase, with properties calculated with ωB97M-V/def2-TZVPD.

E_HOMO: -8.99 eV
frontier orbital gap: 0.328 Ha
SMILES: N#C/C=C(\N)SC=O
molecular weight: 128.2 g mol⁻¹

Structure (XYZ):
```
12
C4H4N2OS, DFT ωB97M-V/def2-TZVPD
C -0.2310 -0.2770 0.1484
C 2.5618 -0.0951 -0.1820
C -1.3532 -0.9707 -0.1670
C -2.6164 -0.3227 -0.1473
H -1.1189 1.5916 0.4175
H 0.6367 1.5060 0.3601
H 3.5238 -0.5971 -0.2449
H -1.3246 -2.0084 -0.4642
N -0.2072 1.0004 0.5589
N -3.5975 0.2981 -0.1349
O 2.4473 1.1092 -0.3544
S 1.2793 -1.2345 0.2096
```

Which structure wins on stability? version three wins.